No. 1
140
Properties=species:S:1:pos:R:3:forces:R:3 method="wB97M-V/def2-TZVPD" homo_lumo_gap_ev=8.5 spin_multiplicity=1
C 1.04193 -3.55400 0.79172 -0.728 -0.404 0.323
C 2.13863 -3.17602 1.12300 0.982 1.713 -0.459
C 3.42999 -2.39633 1.44054 0.444 -0.437 0.454
C 3.69218 -2.73004 2.97674 0.877 0.092 -0.629
C 4.42817 -4.00580 3.51624 2.600 -2.465 1.664
O 3.67773 -4.96732 3.76202 -0.789 1.709 -0.790
O 5.69635 -4.03289 3.72543 -2.852 2.027 -1.288
N 3.19210 -1.76907 3.71157 0.997 -1.320 -1.403
C 2.50996 -0.71870 2.88711 -0.982 1.561 1.514
C 2.37007 0.65016 3.67670 -0.289 -0.300 0.658
C 0.89393 1.28145 3.57909 0.276 0.546 0.817
C 0.88339 2.79520 3.08397 -0.886 0.053 0.010
C -0.08356 3.05116 1.84357 0.512 0.650 -0.060
C -0.51119 4.59064 1.70152 -0.045 -0.859 -0.133
C -1.83532 4.87020 2.52805 0.451 0.225 -1.199
C -3.13450 4.39076 1.71026 0.348 -0.073 1.478
C -4.15744 3.80712 2.77667 -0.478 -0.028 -0.398
C -5.26587 2.83652 2.18282 0.267 0.296 -0.003
C -4.71220 1.75164 1.17381 -0.549 -0.143 0.458
C -3.68046 0.73751 1.80809 0.120 -0.461 -0.318
C -3.31039 -0.39164 0.74639 -0.423 -0.043 0.264
C -4.35079 -1.60175 0.75729 0.404 -0.043 -0.559
C -3.67050 -2.89525 0.14938 -0.338 -0.087 0.007
C -4.73650 -4.06202 -0.08219 0.188 0.558 -0.335
C 3.38049 -0.80683 1.57817 -1.037 -0.443 0.060
S 2.54891 0.17632 0.23107 -3.288 0.897 3.898
O 2.59099 1.57326 0.69189 1.115 -1.873 -1.573
O 1.18470 -0.35765 0.14128 2.385 0.249 -1.091
C 3.54668 -0.09891 -1.31000 1.359 -1.915 -0.995
F 4.86452 0.28998 -1.10201 -2.381 -0.147 -0.350
F 3.60597 -1.48807 -1.52448 -0.365 2.144 0.513
C 2.91801 0.51096 -2.64310 1.058 -0.776 -1.629
F 3.83730 0.19143 -3.65550 -1.237 0.399 1.849
F 1.74631 -0.14675 -3.01578 1.741 1.432 1.151
C 2.77813 2.09763 -2.66406 0.582 1.245 -1.373
F 3.17287 2.50398 -3.94939 -0.765 -0.633 2.014
F 3.63253 2.75044 -1.79615 -1.304 -1.638 -1.010
C 1.29790 2.65617 -2.46819 -0.480 2.190 0.809
F 0.52449 1.94880 -1.59199 1.186 0.684 -1.828
F 0.70092 2.82077 -3.69223 0.523 -0.798 1.988
F 1.43129 3.93217 -1.91702 -0.297 -2.092 -1.018
H 0.00807 -3.92495 0.60245 1.613 0.456 0.198
H 4.29732 -2.58998 0.73862 -1.077 -0.651 1.089
H 3.30420 -1.81763 4.72908 -0.406 0.378 -0.436
H 1.44051 -1.08348 2.82242 1.275 0.241 -0.802
H 3.17094 1.39692 3.41873 -0.822 -0.780 0.003
H 2.52736 0.39568 4.77640 -0.111 0.266 -1.302
H 0.19544 0.64869 2.95774 0.871 0.596 0.462
H 0.46876 1.27992 4.64651 0.570 -0.240 -1.693
H 0.45008 3.42516 3.92878 0.725 -0.655 -0.936
H 1.93800 3.14688 2.88926 -1.182 -0.255 0.044
H 0.39431 2.77183 0.86520 -0.301 -0.073 1.145
H -0.99764 2.40525 1.97140 0.792 0.691 -0.154
H 0.33447 5.25816 2.03075 -0.768 -0.689 -0.210
H -0.64289 4.76973 0.58606 -0.123 0.071 1.368
H -1.73322 4.28898 3.49940 -0.307 0.896 -1.038
H -1.89359 5.98199 2.71471 -0.073 -1.213 0.162
H -3.64228 5.26796 1.20777 0.781 -1.013 0.287
H -2.79984 3.62895 0.94362 -0.554 0.816 0.859
H -4.68480 4.70036 3.24414 0.618 -1.108 -0.382
H -3.61732 3.27913 3.61504 -0.384 0.483 -0.961
H -6.04254 3.48139 1.67170 0.735 -0.815 0.412
H -5.77082 2.32350 3.05139 0.399 0.460 -0.887
H -4.29137 2.27763 0.26472 -0.275 -0.719 0.974
H -5.59366 1.12941 0.80883 0.999 0.759 0.351
H -4.13168 0.20287 2.70729 0.375 0.830 -0.996
H -2.73746 1.23657 2.19011 -1.085 -0.333 -0.544
H -3.26902 0.08418 -0.28391 -0.013 -0.630 1.092
H -2.28848 -0.82918 0.94860 -0.963 0.541 -0.093
H -4.70747 -1.80956 1.81002 0.423 0.217 -1.046
H -5.28063 -1.37938 0.13098 1.210 -0.138 0.896
H -3.19168 -2.58669 -0.82834 -0.525 -0.455 0.923
H -2.81953 -3.28840 0.79492 -1.077 0.662 -0.532
H -4.30016 -5.05501 0.21391 -0.576 0.910 -0.448
H -5.67900 -3.87184 0.50793 1.057 -0.228 -0.434
H -5.05007 -4.06788 -1.17286 0.398 -0.223 1.268
H 4.39911 -0.33856 1.74757 -1.099 -0.772 -0.183
C 0.78784 0.93944 8.98001 0.102 0.029 0.063
C 0.31822 1.41085 7.61768 -0.184 -0.263 0.296
O 0.15446 0.30113 6.73779 0.070 -0.071 -0.173
H 1.73462 0.40154 8.89374 -0.017 0.101 -0.021
H 0.92240 1.78292 9.66020 -0.020 -0.066 0.019
H 0.06547 0.24607 9.41927 -0.037 0.114 0.028
H 1.05205 2.08574 7.17328 -0.065 -0.115 -0.137
H -0.63589 1.94115 7.69661 0.087 0.154 0.047
H -0.50138 -0.28863 7.13027 0.107 0.082 -0.093
C 1.31279 -1.79748 -6.84567 -0.017 0.021 -0.204
C 0.44625 -2.74219 -6.03601 0.298 0.291 0.205
O 1.24557 -3.49366 -5.12780 -0.023 -0.190 0.059
H 2.06961 -2.35418 -7.40311 -0.090 -0.026 0.022
H 0.70890 -1.22065 -7.54927 0.047 0.059 0.069
H 1.84642 -1.10337 -6.18900 -0.091 0.061 -0.009
H -0.06744 -3.44635 -6.69184 0.075 -0.080 0.155
H -0.30704 -2.18831 -5.46621 -0.126 0.039 -0.176
H 1.69030 -2.86733 -4.54368 -0.067 -0.128 -0.089
C 0.87186 2.62648 -7.58958 0.059 0.050 -0.093
C -0.56061 2.45377 -7.12252 0.366 -0.057 0.271
O -0.72444 1.18704 -6.49480 -0.175 -0.143 -0.018
H 1.14428 1.83488 -8.29172 -0.079 0.060 -0.011
H 1.00916 3.59374 -8.07780 0.077 -0.025 0.052
H 1.56502 2.55706 -6.74617 -0.035 0.114 0.007
H -1.24654 2.50238 -7.96966 -0.049 -0.156 0.120
H -0.83630 3.23782 -6.40949 -0.016 0.147 -0.141
H -0.12136 1.15513 -5.74180 -0.111 -0.003 -0.121
C -0.58474 3.99323 -10.75664 0.060 -0.127 -0.044
C 0.00760 5.35716 -10.45824 -0.440 -0.085 0.036
O -0.77949 6.38114 -11.05543 0.082 0.148 -0.055
H -0.63924 3.82668 -11.83459 0.087 0.030 0.060
H 0.01631 3.19984 -10.30730 -0.075 -0.022 -0.029
H -1.60581 3.92217 -10.37081 0.062 -0.024 0.089
H 1.01782 5.43199 -10.86326 -0.102 0.152 -0.031
H 0.05432 5.53437 -9.37833 0.161 -0.112 0.037
H -1.66927 6.31747 -10.68728 0.144 0.035 -0.086
C 0.39700 -6.69018 5.45981 -0.061 -0.111 0.079
C 0.20759 -6.43361 3.97806 0.298 0.241 0.205
O -0.69038 -5.34339 3.77547 -0.253 0.110 -0.195
H -0.56110 -6.91468 5.93520 0.032 -0.058 -0.079
H 1.07847 -7.52656 5.62735 0.017 0.080 0.038
H 0.80055 -5.80355 5.95684 0.134 -0.064 -0.062
H -0.21528 -7.31277 3.48924 -0.135 0.171 -0.040
H 1.16175 -6.19678 3.49806 0.063 -0.163 0.061
H -0.30550 -4.56832 4.20204 -0.020 -0.161 -0.079
C 10.06158 -2.97844 3.14930 0.144 0.122 -0.022
C 9.60450 -4.18310 2.34825 -0.378 0.092 0.353
O 8.81088 -5.04049 3.15419 0.102 -0.015 -0.025
H 10.63892 -3.29526 4.02076 0.014 -0.030 -0.100
H 10.67908 -2.31409 2.53947 -0.020 0.036 0.052
H 9.20226 -2.41481 3.52289 0.004 0.011 -0.102
H 10.46438 -4.75524 1.99512 -0.112 -0.081 0.044
H 9.01538 -3.87173 1.47841 0.161 0.087 -0.124
H 8.04476 -4.53068 3.45645 -0.093 -0.246 -0.066
C -8.30011 -0.10355 -2.29010 0.053 0.044 -0.117
C -8.15104 -1.40726 -1.52991 -0.240 0.329 0.114
O -7.78427 -1.15307 -0.17783 0.112 -0.089 0.115
H -7.36572 0.46196 -2.26688 -0.010 -0.099 -0.035
H -8.57535 -0.28726 -3.33090 -0.021 0.060 0.032
H -9.06653 0.52669 -1.83029 -0.060 -0.072 -0.073
H -7.37056 -2.02382 -1.97868 0.016 -0.003 0.196
H -9.08779 -1.97357 -1.54034 0.033 -0.068 -0.182
H -8.48175 -0.61585 0.21774 0.133 -0.095 -0.039

***

No. 2
116
Properties=species:S:1:pos:R:3:forces:R:3 method="wB97M-V/def2-TZVPD" total_charge=-1 homo_lumo_gap_ev=5.5 spin_multiplicity=1
Na -2.08992 2.71390 -1.13103 -0.073 -0.702 0.786
F -2.58320 0.35580 6.55758 -0.149 0.104 0.229
C -1.86654 0.63761 5.48346 0.889 0.339 -1.297
C -1.08337 1.78267 5.37982 -0.245 0.554 1.186
F -1.12252 2.63771 6.45253 0.312 -0.514 -0.976
C -0.29514 2.04371 4.25835 -0.689 -1.275 0.467
F 0.47224 3.12105 4.30920 -0.065 0.395 -0.047
C -0.29010 1.14078 3.17374 2.088 2.751 0.516
P 0.98108 1.47452 1.80248 -0.469 -0.043 0.473
C 2.40051 2.35919 2.66594 -0.128 -1.463 0.752
C 2.75216 3.70581 2.50338 -1.268 -1.019 0.024
C 3.94235 4.19660 2.94363 0.431 -1.217 0.681
C 4.74377 3.34811 3.67921 1.568 -0.569 0.420
C 4.38154 2.03020 3.97028 -0.364 0.143 -0.531
C 3.20270 1.47731 3.42665 1.217 2.639 -0.340
C 0.20393 2.79014 0.92912 0.247 0.536 -0.106
C 0.99000 3.44617 -0.12571 -1.085 0.251 -1.017
C 0.84531 4.97604 -0.11440 -0.238 0.584 -0.975
C -0.54127 5.64187 0.25496 -0.787 -1.496 1.193
C -1.60312 4.57903 0.69076 3.084 -0.116 -0.529
C -0.96819 3.43745 1.22857 -3.580 0.097 1.832
C -1.12114 0.07958 3.27134 -0.693 -1.571 -1.889
Br -1.45690 -1.01909 1.70778 0.273 0.588 0.889
C -1.87773 -0.19686 4.37316 -0.268 0.594 1.085
F -2.68893 -1.22472 4.41299 -0.696 -1.056 -0.047
H 1.99523 4.35430 2.12439 -0.274 0.329 -0.622
H 4.27830 5.16648 2.73698 0.192 1.378 -0.233
H 5.77228 3.65130 3.97788 -0.948 -0.008 -0.069
H 5.10232 1.46676 4.54375 -0.164 -0.369 0.112
H 2.97376 0.44835 3.53834 -0.324 -0.821 0.088
H 1.99933 3.17538 -0.09045 1.792 -0.251 0.213
H 1.68865 5.46199 0.36298 0.108 0.105 -0.050
H -0.43317 6.34262 1.08586 0.021 0.159 -0.002
H -2.56423 4.93367 0.99968 -0.261 -0.020 0.490
H -1.60001 2.94972 2.03554 0.557 0.203 -1.025
C -3.11847 5.06077 -3.79470 -0.322 0.729 0.504
C -2.06220 5.26689 -2.79471 1.097 0.328 1.260
C -1.80392 6.34709 -2.02398 0.107 -0.822 0.290
C -0.60729 6.33542 -1.09552 1.261 1.085 -1.451
C 0.53063 5.39190 -1.57837 -0.803 1.087 0.108
C -0.14874 4.19260 -2.05134 -0.097 -1.985 0.410
N -1.28937 4.08381 -2.59911 0.298 0.755 -1.231
N 0.51772 3.05867 -1.54291 -0.695 0.799 0.767
Si 1.44216 1.92272 -2.40891 1.136 -0.803 -0.753
C 0.40762 0.96703 -3.63155 -2.048 1.012 0.013
C 2.82245 2.79133 -3.38682 -1.867 -0.632 -0.862
C 2.25545 0.68686 -1.27765 -0.385 -0.040 0.652
H -3.64459 5.98571 -3.94547 -0.693 0.315 0.070
H -3.75911 4.22156 -3.53994 -0.101 -0.037 0.004
H -2.61611 4.88076 -4.70511 0.446 -0.616 -1.304
H -2.43419 7.21797 -1.97330 -0.321 0.098 -0.357
H -0.15566 7.35274 -1.01034 -0.597 -0.454 -0.008
H 1.21618 5.65389 -2.39216 0.431 0.427 0.482
H -0.04647 1.60296 -4.44825 0.604 -0.489 0.770
H -0.49860 0.59375 -3.06176 1.048 0.121 -0.586
H 0.93571 0.14987 -4.08984 0.196 -0.477 -0.113
H 2.18822 3.10879 -4.24878 0.632 0.567 0.375
H 3.43979 2.02118 -3.84576 0.579 0.122 0.294
H 3.32541 3.61384 -2.89601 0.273 0.019 -0.117
H 1.55274 0.28085 -0.51207 0.421 -0.266 -0.940
H 3.02616 1.12527 -0.65812 0.354 0.466 0.170
H 2.80319 -0.04976 -1.88370 -0.548 -0.190 0.188
O 1.14444 -3.85785 2.81610 1.099 -0.019 -0.158
N 0.08050 -3.93330 2.36942 -1.648 0.110 -0.124
O -0.03912 -3.66144 0.98290 0.644 -0.314 0.195
Si 1.10000 -4.24153 -0.15227 0.189 0.581 1.061
C 0.27513 -3.73247 -1.69648 -1.262 -0.111 -1.631
C 0.10029 -4.56729 -2.81482 0.642 0.676 0.712
C -0.70265 -4.18946 -3.87272 -0.365 0.368 -0.117
C -1.40340 -2.99896 -3.90050 -0.260 0.487 0.942
C -1.23123 -2.12077 -2.78242 -1.147 -1.128 -2.706
C -0.43301 -2.50969 -1.75119 0.603 0.084 1.245
C 1.23707 -6.04186 0.24182 0.182 -0.361 -0.756
C 2.17326 -6.59815 1.13150 -1.157 0.425 -0.390
C 2.05006 -7.90924 1.48896 -0.060 -0.259 -0.370
C 1.08785 -8.73355 0.92380 -0.432 0.674 -0.641
C 0.18183 -8.24198 -0.02371 0.968 0.968 0.880
C 0.28719 -6.88839 -0.34981 1.417 -1.155 1.418
C 2.74587 -3.45334 0.10556 -0.702 1.459 0.499
C 3.87128 -4.16133 -0.23002 2.178 -0.041 0.045
C 5.14188 -3.61300 0.09105 -0.235 1.190 -0.146
C 5.24837 -2.31741 0.66513 0.221 -2.644 -0.791
C 4.09144 -1.63678 0.95367 0.468 1.205 0.542
C 2.85983 -2.14025 0.69047 0.270 -2.650 -1.287
H 0.62497 -5.50603 -2.88248 0.043 -0.267 0.058
H -0.83039 -4.87128 -4.66827 -0.079 -0.703 -0.860
H -2.15759 -2.81619 -4.70672 0.954 0.083 0.789
H -1.84827 -1.23288 -2.81553 0.364 0.311 0.546
H -0.40156 -1.84485 -0.90025 0.151 0.117 0.224
H 2.97821 -6.08473 1.61320 0.135 0.852 -0.061
H 2.78497 -8.20898 2.19861 0.213 -0.950 0.443
H 1.08635 -9.75331 1.16518 -0.163 -1.322 0.475
H -0.61918 -8.80384 -0.46717 0.071 -0.500 -0.089
H -0.28946 -6.56376 -1.14093 -1.490 1.037 -1.225
H 3.85419 -5.13628 -0.76003 -0.226 0.650 0.557
H 6.07638 -4.10044 -0.17550 -0.265 -0.240 0.020
H 6.24835 -1.95684 0.86443 -0.139 0.313 0.122
H 4.15778 -0.66752 1.41082 0.021 0.472 0.080
H 2.00611 -1.54725 0.85363 -1.057 0.508 0.433
F -3.06515 -3.83980 0.38058 0.330 -0.675 0.271
C -4.04545 -2.94512 0.30982 -0.879 -1.245 1.488
C -4.01673 -2.06151 -0.65200 -0.442 1.411 -1.384
N -5.03374 -1.12949 -0.80995 0.134 -0.083 0.621
C -5.01756 -0.04791 -1.78446 0.235 -0.529 -0.800
C -3.90645 0.95753 -1.54578 1.449 -0.042 0.197
O -3.95120 2.08431 -2.09989 -0.766 -0.709 0.100
O -2.93433 0.51349 -0.85718 -0.471 0.544 -0.401
C -6.01686 -1.01608 0.15525 -0.063 -0.112 -1.211
O -6.90561 -0.20123 0.04883 -0.552 0.540 0.643
N -6.01295 -1.95737 1.14408 -0.547 -0.010 0.738
C -5.18173 -3.06530 1.25262 0.364 0.285 0.122
O -5.43302 -3.94080 2.05235 0.430 -0.049 -0.228
H -3.20487 -2.12953 -1.36961 -0.295 0.428 0.068
H -5.98667 0.42881 -1.75466 -0.068 0.007 -0.147
H -4.85167 -0.50042 -2.77925 -0.116 0.302 0.252
H -6.79244 -1.85698 1.81127 0.698 -0.325 -0.574

***

No. 3
6
Properties=species:S:1:pos:R:3:forces:R:3 method="wB97M-V/def2-TZVPD" homo_lumo_gap_ev="5.6 / 5.0" spin_multiplicity=3
C -3.71633 0.14873 -0.63550 -0.910 -0.096 1.431
O -2.96975 0.56235 -1.44217 3.073 2.258 -3.258
Br -4.53907 1.12980 0.80033 -0.699 -0.314 0.739
Br -0.35033 -0.78592 1.06458 0.073 0.286 0.057
Br -4.31345 -1.54369 -0.51545 -1.417 -1.835 1.096
H 0.10324 0.56301 1.21070 -0.120 -0.298 -0.064

***

We obtain relative energy (zero: lowest compared OMol25 entry of this formula, charge and spin) values of 87.5 77.5 35.3 kcal/mol for the records listed above, in that order.
We obtain strongest force on any atom values of 5.18 4.02 5.02 eV/A for the records listed above, in that order.